Molecular formula: C9H33N14NiO11
Method: DFT, ωB97M-V with the def2-TZVPD basis set

Element x y z (Å)
Ni (2.3096, 0.6567, -4.9806)
O (-2.2207, 1.6168, 0.2568)
C (-1.0699, 1.0801, -0.0345)
O (-0.3911, 0.7654, 0.9878)
O (-0.6788, 1.0444, -1.2341)
H (-1.9936, 1.5915, 1.1892)
C (-3.3505, -4.7880, -2.0854)
O (-3.9433, -5.9769, -2.7443)
H (-2.4733, -4.2505, -2.4457)
H (-4.1235, -4.0268, -1.9808)
H (-3.1791, -5.0506, -1.0415)
H (-3.3968, -6.4327, -3.3887)
C (0.9919, -5.7263, 5.3109)
O (2.1745, -5.4849, 5.3066)
N (0.1723, -5.0274, 4.6055)
N (0.4507, -6.7578, 5.8373)
H (-0.8271, -5.1582, 4.6696)
H (0.4293, -4.1908, 4.1013)
H (0.9687, -7.4511, 6.3580)
H (-0.3948, -7.1326, 5.4315)
C (-2.7986, 5.1310, 5.7166)
O (-3.0734, 3.9866, 5.4404)
N (-2.1290, 5.4187, 6.8054)
N (-3.1084, 6.1857, 5.0498)
H (-1.5681, 4.6764, 7.1985)
H (-2.2910, 6.3549, 7.1480)
H (-3.6239, 6.0549, 4.1912)
H (-2.8485, 7.0733, 5.4556)
C (2.8585, 2.5515, 6.7147)
O (3.5486, 3.1771, 7.5692)
N (2.6966, 2.8199, 5.5002)
N (2.1752, 1.4663, 7.0601)
H (1.8998, 2.3864, 5.0560)
H (3.1955, 3.6222, 5.1433)
H (1.9773, 1.2279, 8.0214)
H (1.8134, 0.8465, 6.3494)
C (6.1876, 2.4886, -0.4320)
O (5.5050, 2.1532, -1.3925)
N (6.8217, 1.6973, 0.3792)
N (6.2805, 3.6895, -0.0357)
H (7.3366, 2.0838, 1.1575)
H (6.7202, 0.7121, 0.1813)
H (6.6864, 3.9797, 0.8425)
H (5.6553, 4.3606, -0.4586)
C (4.0386, -4.2990, -2.0188)
O (3.5424, -3.5183, -2.8096)
N (4.6003, -5.4118, -2.2333)
N (3.8810, -4.1166, -0.7260)
H (4.9082, -5.9704, -1.4503)
H (4.8645, -5.6969, -3.1655)
H (3.4440, -3.2609, -0.4146)
H (4.1282, -4.8172, -0.0419)
C (-1.9207, -1.3599, -9.1265)
O (-1.0838, -0.9549, -8.2890)
N (-1.6255, -1.8827, -10.2819)
N (-3.2245, -1.3401, -8.9012)
H (-0.6561, -2.0083, -10.5359)
H (-2.3580, -2.0953, -10.9440)
H (-3.5930, -0.8973, -8.0717)
H (-3.8390, -1.8266, -9.5383)
C (-5.9813, 4.6626, -4.5641)
O (-6.7534, 5.0097, -5.4216)
N (-6.0047, 3.5427, -3.9923)
N (-4.8504, 5.2977, -4.3227)
H (-5.3501, 3.4957, -3.2246)
H (-6.7736, 2.9079, -4.1538)
H (-4.6920, 6.2098, -4.7265)
H (-4.0732, 4.8859, -3.8261)

Its frontier orbital gap (alpha / beta) is 4.3 / 4.0 eV. As for the total charge: +1. Its total energy is -94284.84115 eV. For the strongest force on any atom, the calculation gives 8.17 eV/A. As for the multiplicity: 3. The calculation puts the energy relative to the best compared isomer or geometry (same formula, charge and spin) at 190.8 kJ/mol. The value obtained for the HOMO energy (alpha / beta) is -10.82 / -10.82 eV.

Molecular formula: C9H33O9
Method: DFT, ωB97M-V with the def2-TZVPD basis set

Element x y z (Å)
C (12.3313, 13.2220, 2.4330)
O (11.3289, 12.8411, 3.3132)
H (13.0919, 13.5646, 3.1346)
H (12.7208, 12.3235, 1.9544)
H (12.1100, 13.9512, 1.6536)
C (16.6114, 8.8176, 5.0317)
O (16.0262, 8.7314, 6.3232)
H (16.0847, 9.4729, 4.3379)
H (17.6348, 9.1927, 5.0215)
H (16.6045, 7.8598, 4.5115)
C (10.8672, 19.3229, 1.2927)
O (9.5926, 18.9879, 1.7726)
H (11.6802, 19.7706, 1.8643)
H (11.3366, 18.4975, 0.7573)
H (10.7044, 20.1181, 0.5652)
C (9.0067, 13.8502, -2.0476)
O (8.2970, 14.6858, -1.1273)
H (8.4626, 13.6829, -2.9771)
H (9.9288, 14.2973, -2.4190)
H (9.1202, 12.8161, -1.7223)
H (8.6152, 15.5680, -1.3326)
C (14.9743, 13.8501, 8.8404)
O (13.7289, 13.5492, 9.4665)
H (15.7676, 13.3693, 9.4128)
H (14.9894, 13.4717, 7.8183)
H (15.1019, 14.9295, 8.9221)
H (13.9438, 13.1413, 10.3086)
C (17.8440, 11.9117, -0.4569)
O (17.9378, 13.2398, -0.8469)
H (18.6905, 11.7120, 0.2002)
H (16.9096, 11.7913, 0.0912)
H (17.8510, 11.2080, -1.2893)
H (17.7301, 13.7620, -0.0685)
C (12.0773, 6.1322, 2.5817)
O (11.5520, 7.4270, 2.9072)
H (12.7069, 5.7159, 3.3680)
H (11.3164, 5.3906, 2.3386)
H (12.6903, 6.2033, 1.6832)
H (11.0472, 7.5778, 2.1047)
C (11.0883, 17.1058, 6.8530)
O (10.0969, 16.1415, 7.0352)
H (10.5863, 17.9350, 6.3545)
H (11.5130, 17.4798, 7.7846)
H (11.9717, 16.7365, 6.3322)
H (10.1411, 15.6553, 7.8618)
C (17.6443, 16.8288, 3.2028)
O (17.0381, 17.1364, 1.9452)
H (17.5029, 15.7657, 3.3972)
H (18.6919, 17.1273, 3.1652)
H (17.1472, 17.4695, 3.9311)
H (16.2158, 17.6187, 2.0585)

Its frontier orbital gap is 3.0 eV. As for the total charge: -3. Its total energy is -28282.34770 eV. For the strongest force on any atom, the calculation gives 3.10 eV/A. As for the multiplicity: 1. The calculation puts the energy relative to the best compared isomer or geometry (same formula, charge and spin) at 71.7 kJ/mol. The value obtained for the HOMO energy is 2.77 eV.

Molecular formula: C9H36Al3O17P2
Method: DFT, ωB97M-V with the def2-TZVPD basis set

Element x y z (Å)
Al (-10.4441, 2.5249, -12.7729)
Al (-12.2710, 2.8900, -17.0583)
Al (-15.0060, 3.3193, -13.2045)
P (-12.2263, 5.2993, -14.3365)
O (-12.3835, 4.6615, -12.9334)
O (-11.0952, 4.4817, -15.0067)
O (-11.9878, 6.7847, -14.2992)
O (-13.5256, 4.8944, -15.1079)
P (-13.0052, 0.6128, -14.3157)
O (-12.8024, 2.1032, -14.3632)
O (-14.5065, 0.3240, -13.9305)
O (-11.8841, 0.0346, -13.4134)
O (-12.8552, 0.2775, -15.8424)
C (-7.7325, 4.9522, -14.8678)
O (-8.7925, 4.7719, -14.0692)
H (-7.7845, 4.5273, -15.8702)
H (-7.6008, 5.9865, -15.1856)
H (-6.8703, 4.6191, -14.2900)
H (-9.5595, 4.9582, -14.6156)
C (-11.4392, 8.2887, -11.3211)
O (-10.5247, 7.7539, -12.3048)
H (-11.8808, 7.4738, -10.7474)
H (-10.8890, 8.8764, -10.5862)
H (-12.2667, 8.8192, -11.7921)
H (-11.0321, 7.4148, -13.0458)
C (-8.7352, 5.1029, -18.6441)
O (-9.6257, 4.6891, -17.5584)
H (-7.8372, 5.5132, -18.1822)
H (-8.4795, 4.2797, -19.3112)
H (-9.1040, 5.8694, -19.3256)
H (-9.6697, 5.3425, -16.8564)
C (-14.8146, 7.2746, -11.1044)
O (-14.4405, 5.9237, -11.4964)
H (-14.7654, 7.9480, -11.9600)
H (-15.8436, 7.2934, -10.7453)
H (-14.1510, 7.5445, -10.2829)
H (-13.5533, 5.9039, -11.8625)
C (-14.2620, 6.7623, -17.9593)
O (-13.5359, 5.6086, -17.5892)
H (-13.6529, 7.4820, -18.5061)
H (-15.0915, 6.5335, -18.6284)
H (-14.5702, 7.3701, -17.1086)
H (-13.6158, 5.5970, -16.6326)
C (-10.6397, 7.6930, -17.0559)
O (-10.1377, 6.9400, -16.0373)
H (-11.5768, 8.2478, -17.0079)
H (-9.7887, 8.3729, -17.0954)
H (-10.5279, 7.0313, -17.9148)
H (-10.7790, 7.0334, -15.3292)
C (-8.4438, 5.0148, -10.2899)
O (-9.5619, 4.8617, -11.1713)
H (-8.1737, 4.0425, -9.8778)
H (-7.6320, 5.2909, -10.9629)
H (-8.5765, 5.7995, -9.5451)
H (-9.9849, 5.6738, -11.4595)
C (-12.7404, 9.9276, -14.6982)
O (-13.5208, 8.7394, -14.5284)
H (-11.8165, 9.9237, -14.1199)
H (-12.6392, 10.0374, -15.7779)
H (-13.2038, 10.8034, -14.2440)
H (-12.9246, 7.9932, -14.6247)
C (-17.1979, 7.2472, -14.1063)
O (-16.2175, 6.2831, -14.1428)
H (-16.7665, 8.2469, -14.1572)
H (-17.8686, 7.0918, -14.9513)
H (-17.8137, 7.0346, -13.2325)
H (-15.4888, 6.5398, -14.7127)

Its frontier orbital gap is 3.0 eV. As for the total charge: +3. Its total energy is -83049.88619 eV. For the strongest force on any atom, the calculation gives 3.62 eV/A. As for the multiplicity: 1. The calculation puts the energy relative to the best compared isomer or geometry (same formula, charge and spin) at 364.6 kJ/mol. The value obtained for the HOMO energy is -17.95 eV.

Molecular formula: C9H36O9
Method: DFT, ωB97M-V with the def2-TZVPD basis set

Element x y z (Å)
C (-1.2118, 1.9666, -3.4301)
O (0.0371, 2.4972, -2.9126)
H (-1.9594, 2.7590, -3.3959)
H (-1.1326, 1.5828, -4.4473)
H (-1.5756, 1.1795, -2.7697)
H (-0.0596, 2.8895, -2.0417)
C (-0.3051, -0.6073, 0.3699)
O (0.3623, 0.5651, 0.7698)
H (-1.3510, -0.6166, 0.6765)
H (-0.3491, -0.7694, -0.7070)
H (0.1725, -1.4857, 0.8041)
H (0.0058, 1.3432, 0.3349)
C (2.7273, 0.1488, -2.2443)
O (4.1401, -0.0299, -2.0367)
H (2.3336, 0.6272, -1.3476)
H (2.5640, 0.7525, -3.1371)
H (2.2252, -0.8146, -2.3329)
H (4.2071, -0.4034, -1.1548)
C (-2.1216, 0.4455, 3.6612)
O (-3.2221, 0.0403, 2.8057)
H (-2.4994, 1.3545, 4.1292)
H (-2.0435, -0.2691, 4.4806)
H (-1.1852, 0.5715, 3.1177)
H (-3.1974, 0.4373, 1.9320)
C (1.0647, 2.2270, 3.6229)
O (1.1417, 2.3057, 5.0538)
H (1.5969, 3.0645, 3.1717)
H (1.4684, 1.2685, 3.2969)
H (0.0415, 2.2830, 3.2512)
H (0.5449, 3.0187, 5.2924)
C (3.3317, -1.2902, 1.4300)
O (4.4343, -0.7929, 0.7121)
H (2.5582, -1.4354, 0.6758)
H (3.5728, -2.2679, 1.8473)
H (2.9377, -0.6268, 2.2000)
H (5.1305, -0.5370, 1.3215)
C (0.3865, 3.8063, 0.5584)
O (-0.5981, 2.9344, -0.0006)
H (-0.0133, 4.2184, 1.4849)
H (1.2488, 3.2637, 0.9458)
H (0.7061, 4.6139, -0.1003)
H (-1.3097, 3.4721, -0.3558)
C (-2.2253, -2.0587, -3.4906)
O (-1.2006, -2.9915, -3.3030)
H (-2.2123, -1.3163, -2.6927)
H (-2.1067, -1.5679, -4.4566)
H (-3.1700, -2.5981, -3.5590)
H (-1.3347, -3.4584, -2.4749)
C (-2.1807, -5.1955, -1.1666)
O (-1.6084, -3.9399, -0.8564)
H (-2.6011, -5.3341, -2.1626)
H (-1.5302, -6.0488, -0.9744)
H (-2.9934, -5.4304, -0.4792)
H (-1.6422, -3.7510, 0.0842)

Its frontier orbital gap (alpha / beta) is 2.1 / 9.3 eV. As for the total charge: -1. Its total energy is -28339.26195 eV. For the strongest force on any atom, the calculation gives 2.14 eV/A. As for the multiplicity: 2. The calculation puts the energy relative to the best compared isomer or geometry (same formula, charge and spin) at 72.1 kJ/mol. The value obtained for the HOMO energy (alpha / beta) is 0.33 / -7.01 eV.